Entry 1:
DFT (the ωB97M-V functional and the def2-TZVPD basis) results for a gas-phase ion, C7H9N2 (charge +1).

```
18
Properties=species:S:1:pos:R:3
C 1.9112 0.2291 -0.6306
C 1.1464 1.2623 -0.6469
C -0.2714 1.0953 0.0769
N -1.3180 1.7713 -0.5669
C -2.3364 1.0163 -0.5871
C -2.0755 -0.3445 -0.0480
C -0.8454 -0.2788 0.4991
N 0.2686 -1.1417 0.9980
C 1.5032 -1.0950 0.1665
H 2.8692 -0.1104 -1.0154
H 1.2010 2.0418 -1.3022
H 0.0013 1.4767 1.1347
H -3.1890 1.2414 -1.2840
H -2.9157 -1.1774 -0.0366
H -0.0946 -2.1098 1.1149
H 0.3285 -0.7783 1.9304
H 1.4360 -1.8813 -0.6405
H 2.3807 -1.2170 0.8378
```

Values from the calculation:
- LUMO energy (eV) = -3.89
- gap between HOMO and LUMO (eV) = 10.3
- total charge = +1
- 2S+1 = 1
- total energy (Ha) = -381.26682
- structure (SMILES) = C1=C[C@H]2N=CC=C2[NH2+]C1
- relative energy (zero: lowest compared OMol25 entry of this formula, charge and spin) (kJ/mol) = 359.4

Entry 2:
DFT (the ωB97M-V functional and the def2-TZVPD basis) results for 2 unconnected molecules or ions with the total composition C4H12O.

```
17
Properties=species:S:1:pos:R:3
C 0.2233 -0.0801 0.6915
C -0.9287 0.0022 -2.7187
C 0.4613 -0.1961 -2.1212
C 0.5355 0.7197 -0.8361
H 1.1869 -0.0923 1.1070
H -0.2113 -1.0469 0.6461
H -0.5408 0.5768 1.1267
H -1.0787 1.1104 -2.7597
H -1.5658 -0.4534 -1.9432
H -1.1574 -0.4289 -3.6993
H 1.3641 -0.3422 -2.7410
H 0.6486 -1.3072 -1.7678
H 1.5768 1.0861 -0.7786
H 0.0333 1.6989 -0.8293
H -0.4613 -1.0820 5.7674
H 0.3537 0.0347 5.1843
O -0.4395 -0.1995 5.6717
```

Values from the calculation:
- LUMO energy (alpha / beta) (eV) = 3.61 / 3.48
- gap between HOMO and LUMO (alpha / beta) (eV) = 2.2 / 10.6
- total charge = -1
- 2S+1 = 2
- total energy (Ha) = -234.71638
- relative energy (zero: lowest compared OMol25 entry of this formula, charge and spin) (kJ/mol) = 137.3

Entry 3:
DFT (the ωB97M-V functional and the def2-TZVPD basis) results for a single C2H3NOS molecule.

```
8
Properties=species:S:1:pos:R:3
C -2.4713 -0.0623 0.3085
N -1.3322 0.4435 -0.0871
S 0.0618 -0.3903 -0.2345
C 1.3731 0.5627 -0.0667
O 2.4763 -0.1570 0.2955
H -2.7076 -1.1271 0.4978
H -3.2678 0.8562 0.0037
H 1.0913 1.6656 0.0453
```

Values from the calculation:
- LUMO energy (eV) = -0.37
- gap between HOMO and LUMO (eV) = 9.0
- total charge = 0
- 2S+1 = 1
- total energy (Ha) = -606.06247
- structure (SMILES) = C=NSC=O
- relative energy (zero: lowest compared OMol25 entry of this formula, charge and spin) (kJ/mol) = 327.9

Entry 4:
DFT (the ωB97M-V functional and the def2-TZVPD basis) results for 15 unconnected molecules or ions with the total composition C56H71BrFNO44.

```
174
Properties=species:S:1:pos:R:3
C 2.7949 -1.7025 -4.0004
C 1.8492 -0.3960 -3.6662
C 1.2946 0.3401 -5.0356
Br 0.5825 -1.0291 -6.3469
N 0.3505 1.4966 -4.7863
C -0.8321 1.6608 -5.7212
O -0.9239 2.2864 -6.8976
C -2.0267 0.9091 -4.8872
C -3.4225 0.1851 -5.3516
C -4.3412 -0.5014 -4.1539
C -3.8367 -0.4456 -2.5603
C -4.7255 -1.1746 -1.3475
C -4.1083 -2.7258 -1.2485
C -5.2616 -3.8644 -1.5192
F -3.0954 -2.8994 -2.3562
C -2.4127 0.3047 -2.1053
C -1.5374 0.9666 -3.3236
C -0.0984 1.7511 -3.3607
O 0.5357 2.4773 -2.4369
H 3.7474 -1.6727 -3.2968
H 3.1712 -1.7618 -5.1082
H 2.1913 -2.6705 -3.7049
H 0.9737 -0.7963 -2.9634
H 2.4926 0.4180 -3.0755
H 2.2589 0.8092 -5.5602
H -3.6896 0.1614 -6.4985
H -5.3243 -1.0446 -4.4877
H -4.4946 -0.5441 -0.3631
H -5.8799 -1.1695 -1.5863
H -3.4947 -2.8840 -0.2502
H -4.8201 -4.8950 -1.1832
H -6.1952 -3.6222 -0.8453
H -5.5187 -3.8082 -2.6766
H -2.0334 0.3728 -0.9993
C -4.9670 1.8995 2.8381
C -5.8409 1.2987 3.8908
O -6.5001 0.2499 3.2070
C -5.7114 -0.0893 2.1456
O -5.8899 -1.0678 1.4397
O -4.6968 0.8086 1.9780
H -4.0398 2.3076 3.2496
H -5.4778 2.6818 2.2669
H -5.2650 0.8735 4.7196
H -6.5634 2.0154 4.2908
C -0.6641 4.0903 3.5526
C 0.1149 3.5040 2.4202
O 0.1560 2.1247 2.7330
C -0.9104 1.8704 3.5465
O -1.2785 0.7536 3.8706
O -1.5113 3.0282 3.9489
H -1.2508 4.9611 3.2477
H -0.0270 4.3687 4.3986
H -0.3877 3.6332 1.4558
H 1.1253 3.9167 2.3524
C 6.8023 -0.0926 -2.3167
C 7.9959 -0.8935 -2.7251
O 7.5372 -2.2291 -2.6371
C 6.1781 -2.1909 -2.7596
O 5.4711 -3.1751 -2.8980
O 5.7139 -0.9082 -2.7079
H 6.7600 0.8776 -2.8193
H 6.7548 0.0649 -1.2341
H 8.3016 -0.6917 -3.7572
H 8.8513 -0.7326 -2.0632
C 6.5147 -5.8593 -1.1714
C 7.5951 -4.9236 -0.7354
O 7.5542 -5.0142 0.6761
C 6.9932 -6.2210 0.9802
O 6.9578 -6.7013 2.1008
O 6.4781 -6.8203 -0.1330
H 6.7370 -6.3339 -2.1310
H 5.5373 -5.3695 -1.2343
H 8.5854 -5.2380 -1.0815
H 7.4135 -3.8965 -1.0636
C -3.9301 3.3416 7.9987
C -3.2679 2.2188 7.2680
O -3.7689 2.3472 5.9510
C -4.1528 3.6483 5.7975
O -4.4734 4.1509 4.7334
O -4.1300 4.3134 6.9894
H -3.3059 3.7406 8.8029
H -4.9031 3.0556 8.4117
H -2.1779 2.3212 7.2434
H -3.5237 1.2416 7.6868
C -2.3771 -1.4171 11.4241
C -1.3616 -1.0815 10.3805
O -2.1100 -0.3659 9.4163
C -3.1966 0.1511 10.0610
O -3.9653 0.9627 9.5730
O -3.3100 -0.3577 11.3226
H -1.9450 -1.4583 12.4277
H -2.8914 -2.3618 11.2188
H -0.5667 -0.4331 10.7639
H -0.9100 -1.9734 9.9374
C 9.6477 -4.7493 3.9698
C 8.1636 -4.9231 3.9522
O 7.7064 -3.9058 4.8229
C 8.6733 -2.9425 4.8500
O 8.5380 -1.8452 5.3652
O 9.8102 -3.3667 4.2248
H 10.1106 -5.0250 3.0183
H 10.1256 -5.3160 4.7757
H 7.7349 -4.7570 2.9582
H 7.8558 -5.9088 4.3117
C 0.6477 5.6815 -5.9072
C -0.8364 5.5076 -5.9248
O -1.2936 6.5249 -5.0540
C -0.3267 7.4883 -5.0269
O -0.4620 8.5855 -4.5117
O 0.8102 7.0641 -5.6521
H 1.1106 5.4058 -6.8587
H 1.1256 5.1148 -5.1012
H -1.2651 5.6738 -6.9187
H -1.1442 4.5219 -5.5652
C -1.5888 8.1785 -11.0047
C -2.6322 7.3516 -10.3260
O -1.9136 6.2123 -9.8926
C -0.6045 6.5851 -9.7875
O 0.2677 5.9011 -9.2786
O -0.3993 7.8230 -10.3251
H -1.7822 9.2507 -10.9125
H -1.4792 7.9262 -12.0646
H -3.0602 7.8535 -9.4519
H -3.4416 7.0652 -11.0032
C -4.3323 -5.5900 -5.5803
C -3.6628 -5.8361 -4.2672
O -4.5298 -6.7526 -3.6265
C -5.2299 -7.3904 -4.6097
O -5.9437 -8.3624 -4.4271
O -5.0262 -6.7993 -5.8232
H -3.6163 -5.3863 -6.3811
H -5.0567 -4.7702 -5.5332
H -2.6778 -6.3012 -4.3808
H -3.5583 -4.9224 -3.6757
C -9.0853 -2.6894 4.2775
C -8.0049 -1.7536 4.7134
O -8.0458 -1.8442 6.1249
C -8.6068 -3.0511 6.4290
O -8.6422 -3.5313 7.5496
O -9.1219 -3.6503 5.3159
H -8.8630 -3.1639 3.3178
H -10.0627 -2.1996 4.2146
H -7.0146 -2.0681 4.3674
H -8.1865 -0.7265 4.3852
C 4.8295 -7.2534 -5.8985
C 4.1569 -8.3528 -5.1422
O 5.2397 -9.1248 -4.6586
C 6.3260 -8.2994 -4.6120
O 7.3878 -8.5875 -4.0854
O 6.0689 -7.1099 -5.2304
H 4.2621 -6.3191 -5.8677
H 5.0199 -7.5201 -6.9433
H 3.5789 -7.9810 -4.2896
H 3.5037 -8.9563 -5.7783
C -1.7880 9.0367 2.1481
C -2.8315 8.2098 2.8267
O -2.1128 7.0706 3.2602
C -0.8038 7.4434 3.3653
O 0.0684 6.7593 3.8742
O -0.5986 8.6813 2.8277
H -1.9815 10.1090 2.2402
H -1.6784 8.7844 1.0882
H -3.2595 8.7117 3.7009
H -3.6409 7.9235 2.1496
C 6.0706 2.0169 5.4512
C 6.7328 0.8941 4.7205
O 6.2318 1.0225 3.4035
C 5.8480 2.3236 3.2500
O 5.5273 2.8261 2.1859
O 5.8707 2.9887 4.4419
H 6.6948 2.4159 6.2554
H 5.0976 1.7309 5.8642
H 7.8228 0.9965 4.6959
H 6.4770 -0.0831 5.1393
```

Values from the calculation:
- LUMO energy (eV) = -1.16
- gap between HOMO and LUMO (eV) = 7.7
- total charge = 0
- 2S+1 = 1
- total energy (Ha) = -8215.33569

Entry 5:
DFT (the ωB97M-V functional and the def2-TZVPD basis) results for a gas-phase ion, C5H9N4 (charge +1).

```
18
Properties=species:S:1:pos:R:3
N 1.0868 -1.6646 2.1295
C 0.4718 -0.6288 1.4111
N -0.8919 -0.3540 1.4208
C -0.3554 -0.7489 0.1444
N -0.3378 0.3043 -0.8436
C 0.0992 0.3158 -2.1339
C 0.1056 1.5766 -2.7007
C -0.3946 2.3807 -1.6639
N -0.6966 1.5732 -0.6321
H 0.4752 -2.3772 2.5306
H 1.9311 -1.9035 1.6530
H 1.2154 0.3057 1.2967
H -1.4343 -1.0556 1.8980
H -0.4790 -1.9128 -0.2826
H 0.6189 -0.5509 -2.5261
H 0.2670 1.8049 -3.8627
H -0.6357 3.4024 -1.5360
H -1.0624 1.9257 0.2271
```

Values from the calculation:
- LUMO energy (eV) = -3.54
- gap between HOMO and LUMO (eV) = 9.2
- total charge = +1
- 2S+1 = 1
- total energy (Ha) = -414.60903
- structure (SMILES) = N[C@@H]1N[C@H]1[n+]1ccc[nH]1
- relative energy (zero: lowest compared OMol25 entry of this formula, charge and spin) (kJ/mol) = 327.6

Entry 6:
DFT (the ωB97M-V functional and the def2-TZVPD basis) results for a molecular structure, C3H6N2O.

```
12
Properties=species:S:1:pos:R:3
C 0.1793 0.4166 0.1450
C -0.0064 -0.0948 -1.1598
C -1.1895 -0.9958 -1.3386
H 1.8068 0.3849 1.2824
H 1.6930 1.8957 -0.2370
H -0.7552 -0.9564 1.4656
H -0.0471 0.4815 2.3964
H 0.6073 0.3898 -1.9983
H -1.9758 -0.5033 -0.3165
N 1.1793 1.1790 0.5314
N -0.1218 -0.1902 1.3728
O -1.3699 -2.0069 -2.1434
```

Values from the calculation:
- LUMO energy (eV) = 0.00
- gap between HOMO and LUMO (eV) = 8.5
- total charge = 0
- 2S+1 = 1
- total energy (Ha) = -302.48313
- relative energy (zero: lowest compared OMol25 entry of this formula, charge and spin) (kJ/mol) = 551.3